1.
14
Properties=species:S:1:pos:R:3 method="wB97M-V/def2-TZVPD" homo_lumo_gap_ha=0.38254 lumo_ha=0.0167 energy_ha=-324.6146 homo_ev=-10.0
C 0.25800 1.66889 0.79325
C 0.14443 0.74788 -0.45046
C 1.44703 0.27016 -0.95452
N 2.36775 -0.30484 -0.52793
C -0.01035 -0.77192 -0.00088
O 0.87336 -1.22416 0.73934
C -1.14447 -1.64812 -0.39768
H 0.75334 1.12161 1.59758
H 0.83397 2.57715 0.58953
H -0.73449 1.98289 1.14679
H -0.53372 1.21482 -1.18860
H -0.82037 -2.63471 -0.07228
H -1.42195 -1.67915 -1.45601
H -2.01254 -1.32048 0.18186

2.
59
Properties=species:S:1:pos:R:3 method="wB97M-V/def2-TZVPD" homo_lumo_gap_ha="0.30756 / 0.25263" lumo_ha="-0.2209 / -0.2993" energy_ha=-2201.3852 spin_multiplicity=2 total_charge=+2 homo_ev="-14.4 / -15.0"
Ru 0.36631 0.40271 -0.77992
C -1.15190 -0.68826 1.58366
C -1.54955 0.78280 1.43354
N -0.43018 1.59315 0.90117
C 0.61400 1.87536 1.92423
C 1.99763 1.86399 1.29955
N 2.16562 0.72845 0.35421
C 2.49760 -0.59471 0.93870
C 1.26762 -1.23997 1.54314
N 0.01946 -1.02685 0.70947
H -1.99642 -1.31951 1.31340
H -0.89886 -0.93470 2.61304
H -1.91475 1.18053 2.38373
H -2.35982 0.85779 0.71943
H -0.80177 2.47035 0.55138
H 0.52920 1.12640 2.70855
H 0.43216 2.83907 2.40131
H 2.76906 1.83690 2.07250
H 2.14583 2.77591 0.71968
H 2.92839 0.98020 -0.26834
H 3.28377 -0.51904 1.69406
H 2.87614 -1.20460 0.12013
H 1.07333 -0.83602 2.53190
H 1.43992 -2.30817 1.67311
H -0.18539 -1.90631 0.24611
C -3.47584 2.57714 -0.81017
C -2.74716 2.04235 -2.03935
P -1.73065 0.51318 -2.00465
C -2.86127 -0.84838 -1.52634
C -4.03694 -1.13385 -2.45964
C -1.36735 0.26831 -3.79060
C -2.38115 0.76692 -4.82271
H -4.12767 3.39104 -1.12466
H -2.80844 2.99390 -0.05577
H -4.11144 1.82540 -0.34037
H -2.11060 2.82003 -2.47217
H -3.48940 1.81344 -2.80692
H -3.23724 -0.61046 -0.52632
H -2.23210 -1.73681 -1.42236
H -4.66626 -0.25582 -2.60583
H -4.66445 -1.91309 -2.02923
H -3.70041 -1.48588 -3.43331
H -1.20652 -0.80926 -3.89436
H -0.40632 0.73991 -3.99445
H -3.37353 0.34510 -4.68020
H -2.04208 0.47228 -5.81538
H -2.46271 1.85261 -4.82068
F 3.94282 2.09371 -6.21708
C 3.32641 1.36703 -5.31444
C 3.35471 -0.02021 -5.39611
F 4.00219 -0.60418 -6.38137
C 2.70110 -0.78383 -4.44023
F 2.73313 -2.10216 -4.53263
C 2.01272 -0.18345 -3.38963
S 1.17460 -1.11464 -2.16786
C 2.00958 1.20071 -3.34711
F 1.31404 1.82517 -2.33202
C 2.64081 1.99330 -4.27610
F 2.59671 3.31220 -4.19015

3.
16
Properties=species:S:1:pos:R:3 method="wB97M-V/def2-TZVPD" homo_lumo_gap_ha=0.38406 lumo_ha=0.0130 energy_ha=-703.7909 homo_ev=-10.1 smiles="O=[PH2][C@@H]1CNC(=O)C1"
O 2.42785 1.11947 0.91522
P 2.06073 0.05994 -0.04771
C 0.30159 0.06433 -0.52491
C -0.49254 1.23969 0.12296
N -1.84660 0.68713 0.37092
C -1.52582 -0.65387 0.80552
O -1.87743 -1.13190 1.85401
C -0.50645 -1.22058 -0.17723
H 2.35686 -1.24751 0.38700
H 2.75090 0.18570 -1.27063
H 0.28187 0.19189 -1.60080
H -0.08314 1.55371 1.06836
H -0.60323 2.02822 -0.60407
H -2.37139 0.65162 -0.49126
H -0.95750 -1.53680 -1.10455
H 0.08430 -1.99105 0.29717

4.
11
Properties=species:S:1:pos:R:3 method="wB97M-V/def2-TZVPD" homo_lumo_gap_ha="0.29691 / 0.30416" lumo_ha="-0.0182 / -0.0077" energy_ha=-3033.1614 homo_ev="-8.6 / -8.5"
C -1.37901 -0.43757 -0.39258
C -0.66108 0.18434 0.75860
C 0.39673 0.86248 -0.04779
P 1.61352 -0.24594 -0.89168
Br 3.38893 0.01096 0.41223
H -1.17280 -1.40589 -0.86048
H -1.83861 0.29470 -1.08596
H -1.26853 0.83888 1.37539
H -0.24989 -0.47544 1.59141
H 0.15027 1.73412 -0.57749
H 1.02047 -1.36064 -0.28164

5.
22
Properties=species:S:1:pos:R:3 method="wB97M-V/def2-TZVPD" homo_lumo_gap_ha=0.26270 lumo_ha=0.1179 energy_ha=-441.1716 total_charge=-1 homo_ev=-3.9
C 0.07690 1.02144 1.56343
N -0.59899 0.56029 0.35250
C -0.27857 -0.82812 0.17126
C -1.24957 -1.43251 -0.88113
C -1.00545 -2.97396 -1.06997
O 0.19361 -3.51383 -0.24932
H -0.51450 0.64915 2.40738
H 1.09976 0.64090 1.67286
H 0.10132 2.10279 1.60666
H -0.54381 1.17259 -0.45052
H 0.71606 -1.03345 -0.24683
H -0.36378 -1.44529 1.06557
H -1.21091 -1.05086 -1.90519
H -2.19331 -1.07748 -0.45854
H -0.88437 -3.18183 -2.15215
H -1.89264 -3.54305 -0.80368
H 1.16612 3.47984 -1.39334
H 0.32058 -2.87084 -1.10190
O 0.74898 2.91618 -0.73516
H 1.45884 3.18592 0.46901
H 2.82172 3.67879 0.80449
O 2.03201 3.54335 1.33457

6.
40
Properties=species:S:1:pos:R:3 method="wB97M-V/def2-TZVPD" homo_lumo_gap_ha=0.34639 lumo_ha=0.0249 energy_ha=-1299.7353 homo_ev=-8.7 smiles="COc1ccc(C)cc1S(=O)(=O)NCCc1ccccc1"
C 3.87750 2.16742 -1.71890
O 2.96446 1.74410 -0.73153
C 2.91630 0.43429 -0.41225
C 3.64888 -0.58154 -1.02530
C 3.49543 -1.89465 -0.61588
C 2.62060 -2.24894 0.40456
C 2.46469 -3.67930 0.82110
C 1.89699 -1.23296 1.01582
C 2.04594 0.07667 0.61538
S 1.10838 1.35399 1.43591
O 1.96373 2.38672 1.93524
O 0.22452 0.70810 2.37142
N 0.25445 2.00044 0.15144
C -0.94362 1.29737 -0.23717
C -2.16124 1.60586 0.64856
C -3.30443 0.70388 0.28691
C -3.36824 -0.57861 0.81898
C -4.39408 -1.43656 0.46699
C -5.37010 -1.02344 -0.42499
C -5.31379 0.25100 -0.96141
C -4.28526 1.10785 -0.60875
H 4.90810 1.92191 -1.44535
H 3.64353 1.73062 -2.69538
H 3.76772 3.24887 -1.77126
H 4.34068 -0.35795 -1.82188
H 4.07429 -2.66453 -1.10574
H 1.84304 -3.75509 1.70839
H 2.00086 -4.25750 0.02243
H 3.43541 -4.12386 1.03295
H 1.20592 -1.43406 1.81979
H 0.15477 2.99923 0.23987
H -1.16590 1.53518 -1.28289
H -0.70402 0.23338 -0.16901
H -2.44248 2.65373 0.52063
H -1.86471 1.44090 1.68533
H -2.60791 -0.89386 1.51888
H -4.43586 -2.42961 0.89053
H -6.17319 -1.69189 -0.69873
H -6.07360 0.57950 -1.65582
H -4.24779 2.10327 -1.02884

7.
23
Properties=species:S:1:pos:R:3 method="wB97M-V/def2-TZVPD" homo_lumo_gap_ha=0.28649 lumo_ha=-0.0507 energy_ha=-727.4700 homo_ev=-9.2
C 0.96664 -1.31599 0.61695
N 0.45482 -0.39773 -0.34025
C -0.72494 0.26712 0.06596
C -1.15877 1.54713 -0.68895
S -2.96694 1.46252 -0.79610
C -0.82958 0.68880 1.52661
C 2.57791 -1.26592 0.49959
H 0.81262 -1.25408 1.70203
H 0.76617 -2.48644 0.48410
H 1.10902 0.99462 0.78454
H -1.57489 -0.45643 -0.09128
H -0.87678 2.46058 -0.18359
H -0.77718 1.42504 -1.69010
H -3.27045 2.75227 -1.09477
H -0.06486 0.23176 2.15502
H -0.51787 1.75565 1.62586
H -1.79749 0.56442 2.02041
H 2.87512 -1.81638 1.40873
H 2.83786 -1.65258 -0.49217
H 2.87595 -0.22377 0.58700
H -0.02653 -1.07090 -1.92925
H -0.29764 -0.75658 -3.41655
O -0.39218 -1.45310 -2.75378

8.
14
Properties=species:S:1:pos:R:3 method="wB97M-V/def2-TZVPD" homo_lumo_gap_ha=0.40927 lumo_ha=0.0344 energy_ha=-195.4841 homo_ev=-10.2 smiles=CC.CO
C 0.76498 0.61946 -2.10374
C 1.75332 -0.38037 -1.59200
H 1.14133 1.30060 -2.87006
H -0.03703 0.09220 -2.65477
H 0.36884 1.26051 -1.30582
H 1.36993 -1.21790 -1.01457
H 2.38704 0.20907 -0.91175
H 2.48458 -0.64997 -2.34646
C -1.52410 0.32671 1.32852
O -1.09024 -0.69706 2.30823
H -2.09543 -0.32087 0.67764
H -1.80064 1.18674 1.93959
H -0.60623 0.67176 0.86005
H -0.74397 -0.19693 3.07920

Please write out number 5 again, unchanged.
22
Properties=species:S:1:pos:R:3 method="wB97M-V/def2-TZVPD" homo_lumo_gap_ha=0.26270 lumo_ha=0.1179 energy_ha=-441.1716 total_charge=-1 homo_ev=-3.9
C 0.07690 1.02144 1.56343
N -0.59899 0.56029 0.35250
C -0.27857 -0.82812 0.17126
C -1.24957 -1.43251 -0.88113
C -1.00545 -2.97396 -1.06997
O 0.19361 -3.51383 -0.24932
H -0.51450 0.64915 2.40738
H 1.09976 0.64090 1.67286
H 0.10132 2.10279 1.60666
H -0.54381 1.17259 -0.45052
H 0.71606 -1.03345 -0.24683
H -0.36378 -1.44529 1.06557
H -1.21091 -1.05086 -1.90519
H -2.19331 -1.07748 -0.45854
H -0.88437 -3.18183 -2.15215
H -1.89264 -3.54305 -0.80368
H 1.16612 3.47984 -1.39334
H 0.32058 -2.87084 -1.10190
O 0.74898 2.91618 -0.73516
H 1.45884 3.18592 0.46901
H 2.82172 3.67879 0.80449
O 2.03201 3.54335 1.33457